Molecular formula: C88H210N12O17
Method: DFT, ωB97M-V/def2-TZVPD

Each line ends with the Mulliken charge.
Cartesian coordinates (Å):
C1 -7.45369 1.44079 -2.85013  -1.164
H1 8.93064 -1.97950 2.30983  0.359
H2 -4.24068 -2.31096 -0.73502  0.538
H3 4.94728 -5.29201 -5.01565  0.279
H4 -4.62085 -1.83405 1.64291  0.666
H5 -2.27196 3.65264 -2.98972  -0.564
N1 5.82124 -7.22489 -2.28000  -0.791
H6 0.13358 8.81742 1.75476  0.359
H7 3.66374 -6.00817 1.82283  0.286
C2 -4.75011 -0.32863 6.52310  -2.087
H8 -0.55148 4.01550 -0.50872  0.632
H9 0.53196 4.67133 -3.36290  -0.303
C3 6.18190 -0.61302 0.92986  2.162
H10 2.15583 2.45051 2.65002  -0.374
H11 -2.05268 -3.33823 8.76386  0.350
C4 -0.54200 5.88803 5.75561  -0.573
C5 -0.15518 7.96965 4.65798  -0.731
H12 3.38520 2.37717 1.41158  -0.235
H13 -6.20272 2.87025 0.24699  0.097
H14 2.41177 1.25980 -7.33953  0.424
C6 -4.24425 2.72183 -7.06474  -1.209
H15 -5.30029 -4.57510 9.28139  0.376
H16 -3.74291 -7.24196 3.71153  0.410
H17 -0.91987 6.34229 6.67156  0.494
H18 0.77465 2.00046 -7.15003  0.422
O1 -2.72391 -0.95459 1.96670  0.813
H19 6.99503 -3.30066 1.78529  0.225
C7 -3.22350 7.25048 0.01898  -0.301
H20 -8.16677 0.95127 -3.51345  0.442
H21 -0.66486 0.85039 2.05071  0.462
C8 -2.10606 -1.38349 7.81649  -0.334
H22 -4.56864 1.11465 -3.32831  -0.598
H23 -3.17942 -2.58908 -4.74398  0.572
C9 3.57186 -2.62564 -1.98036  0.005
C10 -3.56509 -1.62627 -0.22229  0.169
O2 -6.13540 -2.90283 7.37445  -0.539
C11 7.18104 -0.21522 4.62735  -1.967
H24 2.80614 -0.71027 -4.04166  0.061
H25 -4.06968 0.46858 1.69490  0.268
H26 -0.08299 9.78122 0.34283  0.396
H27 1.90461 5.44587 -4.25696  0.659
H28 -4.66041 4.71739 -7.60681  0.504
H29 0.68093 3.86170 4.13769  -0.001
C12 -0.82628 -4.79476 -1.62455  -0.250
C13 -4.24878 -1.73823 6.38103  2.536
O3 -1.48617 -4.92782 -2.86704  -0.468
H30 -3.24213 -7.05832 1.12486  0.243
O4 3.06366 -0.13221 5.48670  -0.685
H31 -2.34816 -2.66553 6.09261  -0.208
C14 -7.43220 -2.82377 -0.64330  -0.700
H32 -4.13559 5.80204 -5.47205  0.302
H33 1.21029 6.36839 1.66050  0.266
H34 1.41117 -0.37133 4.43825  -0.254
C15 1.34974 -1.92588 6.00055  -1.058
C16 4.17321 2.62533 3.44525  -0.517
H35 -1.00677 7.82850 3.99241  0.201
C17 -6.82799 0.37327 -1.92783  1.570
C18 3.88192 -5.07477 -4.93871  -1.039
C19 3.65761 3.15851 -3.77682  1.751
H36 5.76458 -1.65452 -5.83693  0.099
H37 -3.12406 -2.78532 1.48119  -0.677
H38 -2.44222 5.27477 -3.61081  0.599
H39 -5.63042 4.88979 -5.42302  0.425
C20 8.73952 -1.15073 2.99153  -1.681
H40 -3.79414 -4.95819 8.57406  0.369
H41 -8.49335 -3.02255 -0.79351  0.384
H42 0.68318 6.95696 -1.50587  0.314
H43 -6.14433 -0.85822 -3.34915  0.260
H44 7.95513 1.05800 1.89709  0.319
N2 -4.12108 2.46446 -4.56303  -0.228
H45 1.98700 -2.74220 6.34059  0.432
H46 7.92023 -1.64429 0.24861  0.369
C21 -4.54545 4.79210 -5.46052  -1.118
O5 4.36577 1.78683 -5.64625  -0.707
H47 -0.16208 8.45524 -1.93779  0.567
H48 -3.71006 2.51906 0.95774  -0.979
H49 0.52741 4.12885 -5.90108  0.838
C22 0.12059 0.57580 1.34661  0.315
C23 -4.31729 -5.25647 0.89269  -0.684
H50 5.15183 0.97700 3.12523  -0.317
C24 -4.38937 0.46866 -6.20439  -1.944
H51 -4.28210 0.11812 -7.23090  0.437
H52 6.99652 -5.34874 -1.04309  0.098
H53 -5.96669 4.01558 -3.38431  0.564
H54 2.01124 4.25504 -7.57475  0.519
H55 1.30850 8.60667 0.43570  0.370
H56 -1.37988 1.55846 -1.39529  0.110
H57 -0.76307 -3.78998 -1.20678  -0.088
C25 3.35814 -6.03001 0.77678  -0.751
H58 4.92047 4.72893 -3.09600  0.429
C26 -3.65546 -6.31865 3.13885  -0.954
O6 0.84270 6.01562 0.84685  -0.370
H59 -6.23281 -3.66344 6.79688  0.307
O7 -3.77140 1.62649 -3.48329  2.112
C27 -4.26204 -4.24452 9.25217  -1.887
H60 -0.58945 3.68259 2.07168  -0.085
H61 -1.00645 6.87137 -1.93247  -0.088
H62 4.96993 -6.69453 -2.16128  0.257
H63 -6.84442 -3.14283 -1.50400  0.309
H64 -3.68047 5.31008 0.74937  -0.469
H65 0.67589 -0.87254 -3.33090  -0.736
C28 -1.27090 -2.53637 -3.75940  2.124
C29 -4.05438 -6.56502 1.65872  0.560
C30 -2.90901 6.05444 0.94656  -1.270
H66 -0.10452 -1.67926 -1.18101  -1.059
H67 -4.14744 2.68351 2.59757  0.357
C31 3.86715 -2.63332 -5.83142  1.769
H68 5.65214 1.48112 0.38804  0.686
H69 1.75463 2.98229 -2.65206  -0.907
C32 -0.85193 1.08539 -2.22329  1.607
C33 -0.26285 7.49364 -1.43453  -1.410
H70 -1.84739 1.13385 -5.05851  -0.563
H71 -0.17039 -3.50205 3.10116  -0.179
C34 2.25982 2.94529 -5.90238  1.444
O8 -0.07466 -5.03790 1.84336  -0.470
H72 -2.86064 -1.08566 -3.79810  -0.487
H73 6.00338 -3.41940 -2.14177  -0.060
H74 0.99212 0.29553 1.93820  -0.585
C35 3.52034 -4.12076 -6.02260  -1.579
C36 -0.96108 -4.08413 -3.98444  -0.688
H75 -3.91204 -4.35652 10.27836  0.427
H76 -0.29907 4.53946 8.19335  0.264
H77 0.16401 -5.24677 -1.68024  0.379
H78 -0.78287 -5.42587 4.38749  0.260
H79 -3.25753 -2.49185 -2.91306  0.146
H80 -0.89160 3.33464 4.64510  0.233
H81 7.47215 -0.89686 5.42655  0.487
H82 2.54498 -4.55754 -3.48718  -0.929
H83 7.71030 0.73214 4.72986  0.380
O9 0.40173 6.75090 5.06057  -0.354
C37 -4.61616 -2.23537 4.96380  -1.820
C38 3.63174 -4.52851 -3.56606  1.051
H84 -0.99738 -2.13140 -2.78508  -0.644
H85 -2.43254 -0.39702 8.14570  0.373
H86 -5.07012 -4.67612 1.42611  0.362
O10 -7.25836 -1.43692 -0.30489  -0.155
H87 -3.40205 -4.67018 0.81091  -0.473
H88 9.29484 -0.29085 2.61692  0.215
C39 5.24370 0.47309 0.31615  -1.432
H89 -3.06191 6.90318 -1.00149  -0.120
H90 4.27729 5.02048 -4.71536  0.330
H91 0.47841 2.74252 -4.71197  -1.026
N3 -0.51089 6.46677 0.89637  1.213
H92 5.32043 -7.65483 0.97481  0.472
H93 -8.63384 0.02348 -0.75495  0.419
C40 -2.76088 -2.17065 -3.82864  -0.976
H94 2.48484 -2.62790 -2.06096  -0.424
H95 0.40687 3.23642 7.75254  0.239
C41 7.10714 -6.29874 -0.52025  -1.083
C42 -1.53914 4.44382 -0.33793  0.149
H96 -4.60125 -1.84269 10.84771  0.422
H97 6.91399 -1.01257 -1.07090  -0.160
C43 -0.03893 -3.62296 2.02590  0.859
H98 2.02575 -3.27897 2.46876  0.923
H99 0.11886 -4.22961 -3.95856  -0.170
C44 -3.59036 -1.81923 1.28797  0.471
O11 -0.38202 -0.50885 0.56074  -1.213
N4 -5.19382 -7.40011 1.46313  -0.776
H100 3.29934 -0.83331 -6.79671  0.408
H101 -2.97660 6.43566 1.96548  0.609
H102 -5.41045 0.63114 -5.85932  0.486
H103 -4.56521 -0.71027 9.42882  0.374
H104 -4.41047 0.17621 5.61873  0.332
H105 9.23679 -1.46833 3.90803  0.483
N5 6.58069 -0.04945 2.23432  2.227
H106 3.58383 1.43886 -2.59842  -0.163
C45 -0.67049 7.71906 0.08618  1.600
H107 3.99147 -1.68639 -1.62003  -0.004
H108 0.54907 8.60099 4.11620  0.245
H109 -1.46863 -5.41982 -1.00423  0.173
H110 5.50276 -2.04592 3.87708  0.135
H111 -6.71163 2.95315 1.90370  0.428
O12 4.32295 1.20775 3.55104  -0.537
O13 -2.32649 -5.77119 3.17076  -0.405
C46 4.34752 2.16333 -2.88131  -2.069
H112 5.24665 1.65239 -3.22572  0.584
H113 -4.47983 -5.41341 -0.17364  0.432
C47 -2.55616 4.22316 -3.87393  -0.588
N6 3.68510 -2.23947 -4.45367  0.361
H114 3.88007 3.04132 4.40917  0.391
H115 -2.23434 -4.93737 5.03585  0.065
H116 -5.68700 -2.43504 5.00304  0.731
H117 5.43642 -3.83705 2.16005  0.433
H118 5.18890 -2.42126 0.21689  -1.115
H119 -1.23176 -4.48170 -4.96259  0.481
C48 -2.71543 -1.68248 6.38728  -1.101
C49 0.31641 -0.78236 -0.72661  0.090
C50 2.41195 3.75747 -3.04592  -0.568
C51 6.03073 -2.92395 2.12635  -0.979
H120 1.42177 1.03495 -5.92083  -0.021
H121 1.23884 4.84924 6.14808  0.097
H122 -1.85545 5.01935 -1.20787  -0.705
H123 2.46480 -4.28647 -6.23816  0.463
H124 5.92617 -3.48825 -6.11484  0.428
H125 4.43581 -1.62590 1.52840  0.079
H126 2.62193 -6.81547 0.60606  0.503
H127 2.76284 4.41622 -2.25155  0.936
C52 2.93203 -1.85899 -6.76277  -1.651
H128 6.12871 -0.06041 4.86553  0.355
H129 3.97216 -4.55745 -6.91325  0.365
N7 -5.73494 -0.33083 -2.59128  -0.059
C53 -4.01117 3.90251 -4.23758  1.446
H130 -4.05232 -3.10867 4.63590  0.025
C54 6.26358 -7.50081 -0.93549  0.417
H131 1.20860 -1.88945 2.01065  -0.708
H132 -1.13617 -1.06090 -5.14340  -0.256
H133 0.35553 1.41406 0.69069  -0.248
H134 -2.21636 3.59971 -0.20772  -0.717
H135 -1.52630 5.76803 5.30300  0.277
C55 5.71186 -3.04185 -3.12186  -1.134
H136 3.36744 -6.03471 -4.98265  0.545
N8 1.16826 -0.08886 -2.92653  2.040
H137 0.59928 2.59510 5.22042  0.505
C56 -4.03016 4.23515 -6.85959  -0.794
H138 -2.19892 8.67121 1.19138  0.410
H139 3.69222 -3.27444 -1.11279  0.022
H140 3.09802 4.96278 -6.46583  0.321
H141 -0.31834 -2.29754 -5.62959  0.467
C57 -7.85446 -0.55288 -1.25342  -1.391
H142 1.29270 -1.11110 -0.37040  0.049
C58 5.41916 -1.89848 1.14522  0.501
H143 -0.49974 8.59688 5.48015  0.406
H144 -1.95842 -0.82677 1.40164  -0.186
C59 -1.32360 4.48308 2.16301  -1.660
C60 -4.54223 2.34462 1.63977  1.446
C61 6.47992 -2.24846 3.43865  -1.492
H145 1.11760 1.13317 -1.23518  0.738
H146 -6.29997 0.83022 -1.09088  -0.573
C62 1.26836 -2.94811 1.75813  0.819
N9 -0.53938 -1.79199 -4.78362  -0.487
H147 4.32225 0.52233 0.89633  -0.423
H148 1.39349 0.67558 -3.54702  -1.371
C63 0.11208 3.54782 5.01290  -0.981
C64 -1.81400 -5.76931 4.47079  -0.731
C65 -4.80829 -1.71111 9.78567  -1.669
C66 1.72390 1.77090 -6.66595  -1.666
C67 1.05582 3.56645 -5.13128  -0.007
H149 1.62373 -3.02167 0.73031  -0.789
H150 3.03077 -2.23579 -7.78080  0.544
H151 -5.93359 -7.11045 2.08678  0.292
H152 -3.73578 2.39063 -7.97021  0.431
H153 -3.74260 -0.60648 -0.56379  -0.289
H154 -1.62381 2.43980 -6.09351  0.184
H155 8.16591 -6.51461 -0.66343  0.381
H156 -1.93259 0.88160 -6.80948  0.831
O14 3.72911 -0.91554 -4.20773  0.856
C68 4.17200 -3.10486 -3.32256  2.006
H157 5.60101 3.89406 -4.48203  0.403
H158 -8.46432 -1.02998 -2.02060  0.483
C69 7.24290 -0.88966 3.27778  1.238
O15 7.09801 1.23644 2.29093  -0.510
C70 -2.23145 1.54036 -5.99411  -1.264
C71 1.41763 4.51151 -3.97784  -0.604
H159 0.55615 -2.40446 5.42672  0.098
H160 -2.22490 9.12553 -0.44359  0.534
H161 -1.01841 -1.34297 7.75756  -0.031
C72 2.80609 3.99576 -6.87540  -1.951
H162 -2.29089 4.12096 2.51132  0.135
H163 -8.03692 2.18546 -2.30844  0.437
C73 0.26251 8.80141 0.67253  -1.934
H164 -2.55299 -1.82045 -0.57732  -0.314
H165 5.12079 3.08744 3.16838  0.352
H166 8.06005 -0.00338 -0.30950  0.329
H167 -5.31965 2.70134 -7.24142  0.363
H168 2.86983 -5.06249 0.66033  -0.273
H169 -4.53560 -1.46740 4.19449  -0.011
H170 3.50693 3.49991 -7.54701  0.383
H171 6.93768 -6.01136 0.51744  0.247
H172 6.76631 -8.45810 -0.79782  0.415
C74 -1.50353 5.37707 0.88534  2.376
H173 -4.15344 -0.32279 -5.49304  0.008
H174 -4.24142 7.59124 0.20826  0.496
O16 -4.86934 0.99785 1.73995  -0.571
H175 -0.85862 -5.35666 2.29658  0.464
C75 0.48207 0.40082 -1.73305  -0.062
C76 -5.84951 3.09812 1.25268  -1.405
H176 -4.88140 5.18903 -2.57341  0.313
H177 -2.39433 -2.11572 9.86811  0.462
H178 4.26289 -8.26268 -0.42448  0.374
H179 5.98594 -1.98700 -3.13800  0.102
O17 4.39652 -6.21087 -0.17241  0.161
H180 4.62495 2.74220 -2.00037  0.628
H181 -6.62296 1.97286 -3.31368  -0.084
H182 -0.86874 -3.24458 1.42895  -0.358
H183 -5.56123 -7.18044 0.54833  0.327
H184 7.02601 -2.96804 4.04864  0.537
H185 -5.83985 -0.31203 6.54053  0.473
C77 -3.73849 1.85786 -5.91191  1.799
H186 -1.54722 0.49078 -2.81583  -1.118
H187 -3.03364 4.60798 -7.09635  0.336
H188 6.18206 -3.44387 -4.01930  0.265
C78 7.33649 -0.78885 -0.09134  -1.350
H189 -5.89722 -1.69756 9.73952  0.360
C79 3.12724 2.85027 2.35907  0.295
H190 2.53914 -1.57693 4.11547  -0.501
C80 -4.12696 -2.74902 8.80443  1.462
H191 5.32601 -2.42379 -7.34351  0.592
H192 -4.31385 -5.57916 3.59467  0.295
N10 -4.72635 -2.68589 7.44436  0.742
C81 5.35685 -2.57079 -6.26391  -1.898
H193 -7.02610 -3.43219 0.16479  0.101
H194 0.96914 -1.39061 6.87045  0.318
H195 -4.85016 3.50166 -2.20457  0.197
N11 -0.24841 3.91853 7.39837  -0.729
H196 4.93773 0.25039 -0.70605  -0.004
H197 2.99598 3.91990 2.19546  0.364
C82 4.67003 4.25562 -4.04540  -2.066
H198 -5.47056 -1.10692 -2.00146  -0.572
H199 3.40311 0.37776 4.74758  0.450
H200 -2.25890 -1.12463 5.56967  0.667
C83 -2.61267 -2.40622 8.84047  -1.376
H201 -0.73260 1.84610 -2.99476  -0.535
C84 2.07202 -1.06565 4.95719  1.354
H202 4.29030 0.88553 -5.32446  0.131
C85 -2.08162 8.25181 0.19216  -1.731
H203 -1.87665 -6.73057 4.98085  0.351
H204 -4.48648 0.24175 7.41376  0.289
H205 6.47679 -6.51186 -2.56624  0.347
C86 -4.95214 4.20305 -3.03268  -2.093
H206 -0.99988 5.12679 2.98090  0.285
C87 4.96479 -7.51929 -0.04658  -1.134
H207 -5.56274 4.14721 1.32531  0.456
H208 3.91952 -5.27613 -2.82690  -0.939
H209 1.85918 -1.90984 -6.57695  -0.147
C88 0.18096 4.58773 6.12349  0.467
N12 3.31500 2.40894 -5.00777  1.880
H210 -1.80321 4.00226 -4.63049  -0.095

Atomic forces in eV per Å
C 0.2 -0.6 1.0
H -0.2 0.1 -0.3
H -0.1 -0.1 0.1
H 0.3 -0.3 0.0
H 0.2 0.5 0.5
H -0.1 -0.1 0.0
N 0.2 -0.4 -1.1
H 0.1 -0.1 0.1
H 0.5 -0.5 0.1
C -1.1 0.6 -0.2
H 0.2 0.1 -0.2
H -0.1 0.5 -0.2
C 0.7 2.7 -1.3
H 0.0 -0.1 0.2
H 0.1 -0.2 -0.5
C 0.2 0.4 1.1
C -0.6 0.6 -0.2
H 0.3 0.1 0.1
H 0.3 0.0 -0.1
H 0.1 0.4 -0.1
C 0.6 1.7 0.6
H -0.3 0.3 0.0
H 0.3 -0.2 0.0
H 0.7 0.6 0.6
H 0.2 0.3 -0.5
O -0.9 1.5 0.8
H 0.1 -0.1 -1.0
C 2.4 -1.3 -0.3
H 0.3 0.1 -0.6
H -0.1 0.1 -0.1
C -1.1 0.1 -0.9
H -0.4 -0.7 0.4
H -0.4 0.1 0.1
C -0.7 0.0 -0.1
C 0.5 0.3 -0.1
O 0.5 0.8 0.7
C -1.2 0.2 0.7
H -0.3 0.5 0.6
H 0.4 -0.3 0.3
H 0.3 0.0 -0.3
H -0.5 0.2 -0.4
H 0.0 0.2 -0.2
H -0.1 0.5 -0.1
C -0.4 -0.9 -0.4
C 1.0 0.0 0.1
O -0.1 1.5 -2.4
H 0.5 -0.1 0.4
O -0.8 -1.5 1.2
H -0.1 -0.6 0.3
C 0.3 0.5 0.5
H 0.0 0.1 0.8
H 0.1 -0.1 0.2
H -1.0 -0.3 0.1
C 0.9 -0.1 -1.1
C -0.5 -0.5 -0.9
H -0.2 -0.2 -0.2
C 0.0 0.4 1.3
C 1.5 -0.3 0.9
C 1.0 -0.2 -1.1
H 0.6 -0.3 0.1
H -0.7 -0.6 -0.1
H 0.0 0.2 0.0
H 0.0 -0.3 -0.1
C 0.2 -0.7 -0.2
H 0.5 0.4 0.0
H 0.0 -0.3 0.0
H 0.1 0.1 0.2
H -0.1 0.1 -0.9
H 0.8 1.0 -0.2
N -1.7 -0.7 -2.0
H 0.2 0.1 0.2
H 0.2 -0.2 -0.3
C 1.7 -1.6 -0.7
O 0.6 0.4 -0.5
H -0.1 0.0 -0.1
H -0.2 0.1 -0.6
H -0.5 -0.3 0.1
C -0.1 -0.3 -0.6
C 1.6 0.3 0.4
H 0.3 -0.7 -0.2
C -1.3 0.6 2.3
H -0.1 0.3 0.1
H -0.8 -0.3 -0.4
H -0.1 0.4 0.0
H -0.4 0.0 0.0
H -0.1 0.2 -0.1
H -0.3 -0.1 0.0
H -0.1 0.2 -0.1
C -0.6 0.2 -0.4
H 0.1 0.2 0.0
C 0.0 0.2 -1.3
O -0.6 -0.2 -0.4
H 0.2 -0.2 0.0
O 0.9 0.7 -0.5
C -0.9 0.7 0.4
H -0.1 0.0 -0.3
H -0.1 0.2 -0.2
H -0.2 0.0 -0.2
H -0.1 0.3 -0.5
H 0.1 -0.3 0.4
H -0.1 0.4 -0.8
C -0.9 -1.0 -1.2
C 0.8 1.3 -0.8
C 0.0 0.5 0.4
H -0.6 0.3 0.2
H -0.2 0.4 0.4
C 0.5 -1.9 -0.2
H 0.3 -0.2 -0.3
H 0.5 -0.5 0.5
C 0.2 0.0 0.8
C -0.4 -0.1 1.1
H -0.4 -0.4 0.1
H -0.7 0.7 0.1
C 1.1 0.8 0.1
O 1.4 0.0 -0.7
H 0.0 0.1 -0.3
H 0.2 -0.5 -0.3
H 0.3 -0.1 -0.1
C -1.4 -0.9 -0.5
C 0.3 0.5 3.1
H 0.3 -0.1 0.0
H -0.2 0.7 -0.2
H 0.3 0.1 0.2
H 0.3 -0.6 0.0
H -0.3 -0.5 -0.3
H -0.2 0.0 0.3
H 0.5 -0.1 -0.2
H -0.3 0.7 0.3
H 0.1 -0.2 -0.2
O -0.8 -1.0 0.4
C -1.1 0.0 0.6
C -0.7 0.0 0.0
H 0.7 -0.7 0.1
H 0.0 0.2 -0.1
H -0.2 0.1 -0.4
O 0.0 -0.6 -0.9
H 0.1 0.3 0.6
H -0.1 0.2 0.0
C -0.6 -0.4 0.5
H -0.9 -0.2 -0.4
H 0.0 0.1 0.1
H -0.4 0.0 -0.1
N -0.5 0.8 0.3
H -0.5 -0.4 0.3
H 0.3 0.4 0.5
C 0.5 -0.4 0.3
H -0.2 0.7 -0.2
H 0.3 -0.3 -0.8
C 1.3 0.0 1.3
C 0.8 0.5 -0.1
H 0.6 0.0 -0.1
H -0.1 -0.3 0.1
C -0.6 -0.8 0.7
H 0.2 -0.5 -0.2
H 0.4 0.3 0.0
C 0.6 -1.4 -0.9
O -0.2 0.0 -1.5
N -1.1 -1.0 0.8
H -0.5 0.3 0.0
H -0.4 -0.1 0.3
H -0.7 -0.1 -0.9
H 0.5 0.1 0.3
H -0.1 0.5 0.2
H 0.0 0.2 0.2
N -1.6 -2.1 2.3
H 0.2 -0.4 0.2
C 1.1 -0.9 -1.4
H -0.4 0.3 -0.5
H 0.4 -0.5 0.0
H 0.4 0.2 0.5
H 0.2 0.4 0.9
H 0.4 -0.3 0.4
O 0.0 0.6 0.4
O -1.1 -1.1 -0.3
C -0.6 0.0 1.4
H -0.2 0.2 -0.5
H -0.8 -0.4 0.1
C 0.1 0.4 0.4
N -1.2 -3.6 1.1
H -0.2 -0.1 0.0
H -0.7 -0.3 0.5
H -0.1 -0.4 -0.3
H -0.4 0.3 0.7
H 0.3 0.3 -0.3
H -0.9 0.1 0.2
C 1.1 -1.2 1.7
C 0.5 0.8 1.4
C -0.4 -0.3 -1.4
C 2.2 0.8 -0.7
H 0.1 -0.3 0.1
H 0.1 0.4 0.3
H 0.1 -0.3 -0.1
H -0.5 0.5 0.2
H 0.0 0.3 0.5
H -0.2 0.1 0.3
H -0.3 0.0 0.4
H 0.0 -0.2 0.1
C 1.0 0.6 -0.5
H -0.1 0.4 0.0
H 0.3 0.7 -0.4
N -0.6 -0.7 -0.8
C 0.2 0.7 -0.3
H 0.0 -0.1 0.2
C -1.9 1.3 1.1
H -0.4 0.1 -0.2
H 0.0 0.5 0.2
H 0.0 0.2 0.3
H -0.2 0.1 0.2
H 0.3 -0.4 -1.3
C -0.8 0.6 -1.0
H 0.0 0.0 -0.5
N 1.0 -0.4 1.4
H -0.1 -0.1 0.7
C -0.9 0.4 0.5
H 0.1 0.1 0.4
H 0.7 -0.8 -0.4
H 0.5 -0.4 0.2
H 0.2 -0.7 0.2
C -0.3 0.5 -0.3
H 0.5 0.2 -0.5
C -0.4 -1.1 0.8
H -0.1 -0.2 0.5
H 0.6 0.0 -0.4
C -0.1 1.4 -0.1
C -1.3 0.3 0.2
C -1.9 0.2 -0.7
H 0.0 0.2 -0.1
H -0.2 0.6 0.2
C 0.7 0.2 0.0
N 0.2 0.4 -0.4
H -0.1 -0.2 0.1
H -0.4 -0.1 -0.4
C 0.2 -0.3 -0.9
C 0.9 1.3 0.3
C -0.7 -0.4 -0.8
C -0.9 -0.9 0.1
C 1.3 0.3 0.2
H 0.1 -0.2 0.0
H 0.3 -0.2 -0.1
H -0.3 -0.1 0.3
H -0.1 0.0 -0.1
H -0.4 0.1 0.3
H 0.0 0.3 -0.3
H 0.2 -0.2 0.3
H -0.3 -0.1 -0.1
O 0.9 1.9 -0.2
C 0.1 0.1 0.9
H -0.1 -0.3 0.0
H 0.3 -0.8 -0.3
C 0.6 -1.0 -0.6
O 0.6 -0.2 -1.1
C 0.8 1.3 0.3
C 1.3 -0.9 0.5
H -0.4 0.0 0.3
H 0.3 -0.1 -0.4
H -0.1 -0.2 0.1
C -0.8 -0.3 -1.0
H 0.0 -0.4 -0.4
H 0.1 -0.1 0.3
C -0.5 -0.5 0.3
H 0.2 -0.3 -0.1
H 0.1 0.0 0.0
H -0.3 0.6 0.6
H -0.1 -0.9 0.3
H 0.1 0.0 -0.6
H 0.4 0.2 0.2
H 0.7 0.4 0.4
H 0.3 -0.2 0.3
H 0.2 0.0 -0.2
C -0.7 -0.6 -0.2
H 1.0 0.0 -0.1
H 0.2 0.3 -0.2
O -0.3 -0.9 -0.3
H -0.4 -0.2 -0.2
C -1.5 0.0 -0.9
C 1.3 0.4 0.2
H 0.2 0.2 -0.5
H -0.1 0.4 0.0
H -0.1 -0.2 0.3
H 0.0 0.2 0.1
O 0.0 -0.1 0.7
H 0.1 -0.3 0.4
H -0.3 -0.2 -0.6
H 0.0 0.7 0.2
H -0.1 -0.3 -0.2
H 0.1 0.3 0.1
H -0.2 -0.1 -0.3
C 0.7 -1.0 0.3
H 0.0 -1.0 0.7
H 0.3 -0.3 0.4
H 0.5 -0.5 0.6
C 0.2 -1.1 0.3
H -0.2 -0.5 -0.3
C -0.2 0.8 0.3
H 0.1 -0.9 0.3
C -1.0 -0.1 0.4
H 0.3 0.0 -0.2
H -0.3 0.1 0.1
N 1.6 -0.3 -1.5
C -0.9 1.3 -1.1
H -0.3 0.2 0.3
H 0.0 0.2 -0.3
H 0.5 -0.2 0.0
N -0.5 0.9 -0.3
H 0.3 0.0 -0.1
H -0.1 0.1 -0.2
C 0.1 0.9 -0.1
H 0.5 0.1 0.6
H 0.4 0.1 -0.4
H -0.5 0.9 0.2
C 0.2 -0.6 -0.5
H 0.9 0.5 0.3
C 0.7 2.3 0.0
H 0.1 -0.6 0.0
C -1.4 0.7 1.1
H -0.1 0.0 0.0
H 0.6 -0.3 0.0
H -0.1 -0.1 -1.0
C -0.2 -0.9 -0.2
H 0.2 0.1 0.0
C 1.6 1.0 -0.8
H -0.4 0.3 -0.3
H 0.5 0.5 0.3
H 0.2 0.1 0.7
C 0.6 -1.3 0.0
N -3.3 0.8 1.7
H -0.3 0.0 -0.3

Spin multiplicity: 1
Net charge: 0
LUMO, eV: 0.49